A structure of composition C12H5F9N2O6S2Ta at a distorted geometry. Source: OMol25; level of theory: the ωB97M-V functional and the def2-TZVPD basis.

Structure (XYZ):
```
37
C12H5F9N2O6S2Ta, DFT the ωB97M-V functional and the def2-TZVPD basis
Ta 0.1179 0.0583 -0.2590
O 0.4310 -4.2433 -0.2138
C 0.7806 -2.9963 -0.1540
O 0.0269 -2.0914 -0.5358
C 2.1572 -2.7847 0.4178
O 2.5454 -1.4441 0.2966
C 3.3961 -1.1177 -0.7940
C 2.5853 -0.7341 -2.0141
O 2.8557 -0.8654 -3.1503
O 1.3757 -0.1402 -1.6198
H -0.4730 -4.3441 -0.5638
H 2.8520 -3.4772 -0.0639
H 2.1072 -3.0506 1.4766
H 4.0861 -1.9180 -1.0590
H 3.9642 -0.2433 -0.4734
S 1.3877 1.5982 1.0298
C 0.8192 0.7248 2.4426
S -0.0226 -0.7418 2.0304
C 1.0703 1.1281 3.7029
C 1.8244 2.3224 3.9454
N 2.4253 3.2823 4.1375
C 0.6065 0.3443 4.8100
N 0.2226 -0.3100 5.6725
F -3.7618 2.1784 0.7198
C -3.8685 1.6432 -0.4852
F -4.5331 2.4696 -1.2831
F -4.5408 0.4989 -0.3844
C -2.4543 1.3751 -1.0722
O -1.5976 0.8788 -0.1017
C -2.5458 0.3058 -2.2013
F -2.6463 -0.9136 -1.6557
F -3.5311 0.5027 -3.0400
F -1.3665 0.2897 -2.8701
C -1.7691 2.6817 -1.5717
F -0.4391 2.3948 -1.7492
F -1.8344 3.6227 -0.6517
F -2.2533 3.1157 -2.7146
```

## Properties
Spin multiplicity: 1
Charge: +1
F_max in hartree/bohr: 0.0398
Frontier orbital gap in hartree: 0.2527
Energy above the lowest of the compared OMol25 structures with the same formula, charge and spin in kJ/mol: 70.0



The ion C3H5O2S2 with charge -1 at a distorted geometry. Source: OMol25; level of theory: the ωB97M-V functional and the def2-TZVPD basis.

Structure (XYZ):
```
12
C3H5O2S2, DFT the ωB97M-V functional and the def2-TZVPD basis
C -1.4250 0.0432 0.1478
C 0.2929 0.0816 -0.4137
S 0.5709 -1.4003 -1.4492
S 0.5240 1.5803 -1.5118
C 1.1211 -0.0962 0.9152
O 1.5732 0.9582 1.3336
O 1.0483 -1.2105 1.3855
H -1.2902 -0.7530 0.9378
H -2.0069 -0.0623 -0.7454
H -1.7827 0.8305 0.6376
H 0.0387 -2.2284 -0.5959
H 1.3357 2.2569 -0.6414
```

## Properties
Spin multiplicity: 1
Charge: -1
F_max in hartree/bohr: 0.1248
SMILES: CC(S)(S)C(=O)[O-]
Frontier orbital gap in hartree: 0.2782
Energy above the lowest of the compared OMol25 structures with the same formula, charge and spin in kJ/mol: 116.4



A cluster of 2 separate species, C3H9NO3 in total at a distorted geometry. Source: OMol25; level of theory: the ωB97M-V functional and the def2-TZVPD basis.

Structure (XYZ):
```
16
C3H9NO3, DFT the ωB97M-V functional and the def2-TZVPD basis
O -1.3476 -2.3686 -1.0719
C -1.0142 -1.2789 -0.6302
N 0.2871 -1.1866 -0.2010
C 0.8933 -0.4293 0.9057
C 1.0640 1.0723 0.6437
O 1.5729 1.7331 1.7808
H -1.7189 -0.4868 -0.8308
H 0.8138 -2.0229 -0.3649
H 0.2604 -0.5337 1.7904
H 1.9117 -0.7728 1.0344
H 1.6068 1.2143 -0.2918
H 0.0750 1.5027 0.5187
H 2.5060 1.5918 1.9090
O -1.3609 1.5390 -1.3637
H -1.8360 1.4966 -0.5278
H -1.5878 2.3965 -1.7425
```

## Properties
Spin multiplicity: 1
Charge: 0
F_max in hartree/bohr: 0.0538
SMILES: O=CNCCO.O
Frontier orbital gap in hartree: 0.3621
Energy above the lowest of the compared OMol25 structures with the same formula, charge and spin in kJ/mol: 195.1



no.,LUMO (Ha)
1,-0.2092
2,0.1219
3,0.0187